{
  "formula": "C50H95N3O22",
  "method": "ωB97M-V/def2-TZVPD",
  "elements": ["C", "C", "C", "C", "C", "C", "N", "O", "O", "H", "H", "H", "H", "H", "C", "C", "C", "C", "C", "C", "N", "O", "O", "H", "H", "H", "H", "H", "C", "C", "C", "C", "C", "C", "N", "O", "O", "H", "H", "H", "H", "H", "C", "O", "C", "C", "O", "C", "H", "H", "H", "H", "H", "H", "H", "H", "H", "H", "C", "O", "C", "C", "O", "C", "H", "H", "H", "H", "H", "H", "H", "H", "H", "H", "C", "O", "C", "C", "O", "C", "H", "H", "H", "H", "H", "H", "H", "H", "H", "H", "C", "O", "C", "C", "O", "C", "H", "H", "H", "H", "H", "H", "H", "H", "H", "H", "C", "O", "C", "C", "O", "C", "H", "H", "H", "H", "H", "H", "H", "H", "H", "H", "C", "O", "C", "C", "O", "C", "H", "H", "H", "H", "H", "H", "H", "H", "H", "H", "C", "O", "C", "C", "O", "C", "H", "H", "H", "H", "H", "H", "H", "H", "H", "H", "C", "O", "C", "C", "O", "C", "H", "H", "H", "H", "H", "H", "H", "H", "H", "H"],
  "positions_angstrom": [[-6.91493, -1.81733, 0.17712], [-7.46587, -0.93755, -0.74720], [-6.63939, -0.08556, -1.46495], [-5.28030, -0.08955, -1.21165], [-4.71437, -0.92278, -0.25105], [-5.54966, -1.77778, 0.44365], [-4.47419, 0.87431, -1.97579], [-5.02354, 1.50761, -2.85329], [-3.29303, 0.99671, -1.69819], [-7.57821, -2.44435, 0.75821], [-8.52794, -1.03151, -0.92821], [-7.05358, 0.63336, -2.15566], [-3.64634, -0.93037, -0.07185], [-5.08645, -2.43091, 1.17171], [1.73522, 3.94527, -1.71201], [2.92201, 4.53512, -1.32589], [3.42060, 5.65861, -1.98026], [2.73967, 6.15402, -3.07144], [1.56183, 5.55398, -3.51357], [1.08484, 4.44735, -2.85045], [3.30202, 7.25602, -3.86853], [2.75160, 7.56139, -4.90165], [4.32890, 7.75816, -3.44637], [1.41398, 3.01012, -1.27825], [3.54781, 4.04741, -0.58453], [4.32979, 6.15371, -1.67111], [1.03763, 5.90153, -4.39242], [0.18810, 3.92221, -3.15691], [-3.11493, -3.10977, -2.60160], [-3.68642, -4.29540, -3.05110], [-3.32064, -5.51132, -2.49211], [-2.28552, -5.52328, -1.57238], [-1.63178, -4.36913, -1.18468], [-2.10059, -3.15935, -1.63852], [-1.95362, -6.79281, -0.90595], [-1.23918, -6.73984, 0.07950], [-2.43857, -7.81376, -1.34938], [-3.42778, -2.15104, -2.99215], [-4.44775, -4.25453, -3.81927], [-3.76847, -6.43838, -2.81844], [-0.85824, -4.43146, -0.43108], [-1.75015, -2.20729, -1.26647], [2.34531, 0.49501, -1.21023], [0.99745, 0.79946, -1.49739], [0.07618, -0.16326, -1.05981], [0.27136, -0.64254, 0.36442], [-0.92056, -1.29527, 0.76161], [-0.87195, -1.75003, 2.10413], [2.64809, -0.45430, -1.68370], [2.56597, 0.35858, -0.14837], [2.98042, 1.23527, -1.69195], [0.14722, -1.04924, -1.71789], [-0.93816, 0.20524, -1.21359], [0.43323, 0.24624, 0.99227], [1.11553, -1.32651, 0.48569], [-1.09747, -0.98792, 2.84907], [0.13262, -2.15713, 2.28082], [-1.54631, -2.60181, 2.14669], [7.43069, 5.49609, 2.66276], [6.89536, 5.27443, 1.37714], [5.51502, 5.58425, 1.24042], [4.62626, 4.51982, 1.85085], [4.91167, 3.25072, 1.32801], [4.12873, 2.24491, 1.92893], [7.57390, 6.56819, 2.83680], [8.38262, 4.97029, 2.66711], [6.81871, 5.10689, 3.48328], [5.36723, 5.61100, 0.16283], [5.31169, 6.52348, 1.76491], [3.57064, 4.76252, 1.62805], [4.68014, 4.54965, 2.94908], [4.02725, 2.37905, 3.01085], [4.51873, 1.25190, 1.72139], [3.12627, 2.30433, 1.47538], [-2.21317, 7.64445, -0.41207], [-2.09238, 6.25256, -0.35725], [-3.22774, 5.65967, 0.25760], [-3.06271, 4.16358, 0.23032], [-2.09858, 3.73604, 1.16371], [-1.38246, 2.61463, 0.69001], [-1.24317, 8.08058, -0.67063], [-2.46755, 8.08504, 0.55898], [-2.90109, 8.00465, -1.18606], [-4.11986, 5.92879, -0.32262], [-3.33958, 6.03710, 1.28053], [-2.78122, 3.90848, -0.79920], [-4.02095, 3.66585, 0.42988], [-0.84179, 2.83734, -0.23414], [-2.08788, 1.78928, 0.54089], [-0.65583, 2.30918, 1.44344], [2.49664, -2.66499, -6.15154], [1.94557, -2.73525, -4.86460], [1.63697, -4.04856, -4.47322], [1.48742, -4.11062, -2.98066], [2.74601, -3.94870, -2.36455], [2.58127, -3.65128, -0.99656], [3.47629, -3.14276, -6.24963], [2.52937, -1.61583, -6.44075], [1.85032, -3.14985, -6.90140], [2.43502, -4.75201, -4.75998], [0.75495, -4.43890, -4.99964], [1.04016, -5.06392, -2.66559], [0.79746, -3.32053, -2.64980], [2.11475, -4.48680, -0.45589], [1.97098, -2.74919, -0.87492], [3.55342, -3.48284, -0.53770], [1.72510, 0.41475, 3.79225], [2.43248, -0.44271, 2.93240], [3.11126, -1.45294, 3.65302], [3.49350, -2.60056, 2.74530], [4.29994, -2.28470, 1.63175], [5.52677, -1.67356, 1.95432], [1.28391, 1.20317, 3.18313], [2.31141, 0.89580, 4.58662], [0.91941, -0.11410, 4.31965], [2.57621, -1.86345, 4.51838], [4.01736, -0.99985, 4.08207], [2.62504, -3.12936, 2.35448], [4.04719, -3.30428, 3.38971], [6.16845, -2.35401, 2.53035], [5.39834, -0.76015, 2.53919], [6.03851, -1.44429, 1.02320], [-4.60818, -0.86435, 5.32509], [-3.33830, -0.76453, 4.72157], [-2.25896, -1.05134, 5.60471], [-2.16217, -0.10285, 6.78693], [-2.94956, -0.48456, 7.90995], [-2.43874, -1.61380, 8.57851], [-4.72439, -0.20218, 6.18516], [-4.80085, -1.89695, 5.63886], [-5.37354, -0.60249, 4.59521], [-1.38288, -0.95436, 4.96399], [-2.36713, -2.10031, 5.91257], [-2.57483, 0.84639, 6.43838], [-1.13057, 0.02928, 7.12556], [-1.34650, -1.62881, 8.65834], [-2.79373, -2.55771, 8.15584], [-2.80577, -1.56971, 9.60737], [5.27857, 1.79951, -7.70766], [3.90566, 1.78878, -7.42403], [3.57609, 2.65846, -6.36391], [2.07161, 2.59260, -6.13537], [1.55469, 1.30231, -5.93434], [2.20054, 0.58894, -4.88516], [5.46459, 1.13282, -8.54797], [5.85165, 1.44820, -6.84061], [5.65112, 2.79026, -7.99674], [3.82248, 3.68806, -6.65979], [4.16611, 2.41633, -5.47093], [1.63339, 3.00479, -7.04693], [1.78688, 3.25632, -5.31150], [2.16247, 1.13397, -3.93996], [3.22649, 0.36722, -5.19610], [1.67355, -0.36169, -4.83032], [-5.33941, -5.52919, 0.46474], [-4.95756, -5.19763, 1.77105], [-3.60693, -4.75532, 1.85988], [-3.28070, -4.35247, 3.29638], [-3.65133, -5.34696, 4.21451], [-4.91161, -5.13917, 4.82080], [-6.42164, -5.64340, 0.44930], [-4.85035, -6.44333, 0.10809], [-5.09017, -4.71842, -0.24019], [-3.57555, -3.89070, 1.18357], [-2.92269, -5.56256, 1.58571], [-3.63444, -3.34284, 3.53654], [-2.18541, -4.32832, 3.31469], [-4.88572, -4.18893, 5.36429], [-5.10345, -5.93783, 5.53311], [-5.72470, -5.11761, 4.09266]],
  "smiles": "O=[N+]([O-])c1ccccc1.O=[N+]([O-])c1ccccc1.O=[N+]([O-])c1ccccc1.COCCOC.COCCOC.COCCOC.COCCOC.COCCOC.COCCOC.COCCOC.COCCOC",
  "lumo_ev": -0.7500,
  "de_lowest_kj_mol": 3.3,
  "gap_ha": 0.3160,
  "multiplicity": 1,
  "mol_weight_g_mol": 1090.3,
  "total_energy_ha": -3781.06399,
  "e_homo_ev": -9.349
}